Entry 1:
An isolated molecule of C19H24N2O3, computed with ωB97M-V/def2-TZVPD.

Values from the calculation:
Energy above the lowest of the compared OMol25 structures with the same formula, charge and spin = 57.5 kcal per mole
SMILES = O=C1CC(c2ccccc2)CC(=O)C1=CNCCN1CCOCC1
LUMO level = 0.019 Ha
Molecular weight = 328.41 g/mol

Geometry as ORCA input:
```
! RIJCOSX wB97M-V def2-TZVPD def2/J DEFGRID3
* xyz 0 1
O -1.9600 -1.2972 2.3047
C -2.2732 -1.3671 1.1295
C -1.4172 -0.8666 0.0607
C -1.8081 -0.8785 -1.3298
O -1.0633 -0.4823 -2.2293
H 0.4183 0.0972 -1.3864
C -3.1766 -1.4194 -1.6755
H -3.0347 -2.4678 -1.9598
C -4.1812 -1.3502 -0.5299
C -4.6339 0.0475 -0.1728
C -3.9343 1.1921 -0.5272
C -4.3844 2.4430 -0.1382
C -5.5403 2.5702 0.6099
C -6.2505 1.4356 0.9637
C -5.8001 0.1891 0.5733
H -6.3634 -0.6918 0.8489
H -7.1583 1.5225 1.5428
H -5.8884 3.5467 0.9126
H -3.8254 3.3223 -0.4237
H -3.0317 1.1242 -1.1141
C -3.5658 -2.0267 0.7000
H -3.3358 -3.0713 0.4664
H -4.2543 -2.0171 1.5463
H -5.0728 -1.9198 -0.8212
H -3.5428 -0.8949 -2.5609
C -0.1812 -0.3628 0.4344
N 0.7008 0.1451 -0.3996
C 2.0336 0.5366 -0.0502
H 2.0750 0.7438 1.0222
H 2.2911 1.4447 -0.6017
C 3.0395 -0.5899 -0.4060
N 4.4274 -0.3109 -0.1492
C 4.7765 -0.1130 1.2453
C 6.3021 -0.1497 1.3643
O 6.8990 0.8430 0.5638
C 6.5361 0.6770 -0.7863
H 7.0226 1.4842 -1.3362
C 5.0166 0.7360 -0.9625
H 4.7610 0.5632 -2.0094
H 4.6680 1.7401 -0.6664
H 6.9017 -0.2929 -1.1549
H 6.6166 0.0525 2.3893
H 6.6615 -1.1431 1.0573
H 4.3416 -0.9174 1.8410
H 4.4180 0.8567 1.6302
H 2.9380 -0.8212 -1.4704
H 2.7679 -1.4843 0.1630
H 0.0646 -0.3773 1.4917
*
```

Atom charges from the Mulliken analysis, given in e for atoms 1 to 2:
1. O -0.690
2. C 0.469

=====

Entry 2:
An isolated molecule of C19H24N2O4S2, computed with ωB97M-V/def2-TZVPD.

Values from the calculation:
Energy above the lowest of the compared OMol25 structures with the same formula, charge and spin = 7.2 kcal per mole
SMILES = CCOc1ccccc1N(CC(=O)NCCSc1ccccc1)S(C)(=O)=O
LUMO level = 0.019 Ha
Molecular weight = 408.54 g/mol

Geometry as ORCA input:
```
! RIJCOSX wB97M-V def2-TZVPD def2/J DEFGRID3
* xyz 0 1
C -2.9025 -2.1019 2.4775
C -1.8694 -2.5008 1.4324
H -0.9143 -2.7224 1.9163
H -2.1908 -3.3857 0.8656
O -1.5488 -1.4372 0.5498
C -2.4891 -0.9253 -0.2821
C -3.6436 -1.5760 -0.6989
C -4.4773 -0.9859 -1.6339
C -4.1751 0.2530 -2.1671
C -3.0387 0.9222 -1.7432
C -2.1989 0.3477 -0.8050
N -1.0656 1.0115 -0.2825
S -1.3027 1.7733 1.1746
O -0.0158 2.0761 1.7235
O -2.2228 1.0075 1.9554
C -2.1164 3.3401 0.7459
H -1.4701 3.8954 0.0796
H -2.2696 3.8848 1.6680
H -3.0645 3.1021 0.2825
C -0.0436 1.5430 -1.1421
C 0.8755 0.4723 -1.7463
O 1.6658 0.7513 -2.6249
N 0.7210 -0.7535 -1.2306
H 0.0901 -0.8886 -0.4488
C 1.5949 -1.8452 -1.5846
C 1.8544 -2.7530 -0.3907
H 0.9821 -3.3693 -0.1737
H 2.7082 -3.4034 -0.5789
S 2.1211 -1.8194 1.1665
C 3.2172 -0.5324 0.6119
C 4.3600 -0.8342 -0.1130
C 5.1771 0.1909 -0.5536
C 4.8659 1.5068 -0.2559
C 3.7350 1.7976 0.4883
C 2.9028 0.7818 0.9236
H 2.0104 1.0054 1.4889
H 3.4880 2.8217 0.7256
H 5.5050 2.3038 -0.6056
H 6.0611 -0.0417 -1.1290
H 4.6111 -1.8618 -0.3324
H 2.5252 -1.4069 -1.9611
H 1.1508 -2.4410 -2.3937
H 0.5885 2.1808 -0.5187
H -0.4425 2.1458 -1.9677
H -2.8022 1.8960 -2.1463
H -4.8243 0.7044 -2.9011
H -5.3680 -1.5071 -1.9507
H -3.8918 -2.5514 -0.3114
H -2.6404 -1.1232 2.8718
H -3.8984 -2.0375 2.0464
H -2.9115 -2.8311 3.2826
*
```

Atom charges from the Mulliken analysis, given in e for atoms 1 to 2:
1. C -1.102
2. C -0.642

=====

Entry 3:
An isolated molecule of C19H24N2O5, computed with ωB97M-V/def2-TZVPD.

Values from the calculation:
Energy above the lowest of the compared OMol25 structures with the same formula, charge and spin = 76.5 kcal per mole
SMILES = COc1cc(C(=O)NC[C@H]2CCCO2)ccc1OCc1c(C)noc1C
LUMO level = 0.024 Ha
Molecular weight = 360.41 g/mol

Geometry as ORCA input:
```
! RIJCOSX wB97M-V def2-TZVPD def2/J DEFGRID3
* xyz 0 1
C 0.1360 0.0101 3.2722
H 0.9137 0.7040 2.9396
O 0.1515 -1.1773 2.5137
C -0.0063 -1.0877 1.1709
C -0.3038 0.0798 0.4828
C -0.4664 0.0788 -0.8997
C -0.3083 -1.1011 -1.6144
C 0.0075 -2.2678 -0.9400
C 0.1529 -2.2800 0.4372
O 0.4583 -3.4569 1.0884
C 1.8544 -3.7420 1.1248
C 2.6145 -2.7277 1.9117
C 2.6903 -2.6189 3.2765
O 3.3970 -1.5256 3.5914
N 3.7839 -0.8951 2.4528
C 3.3252 -1.5854 1.4422
C 3.5611 -1.1635 0.0391
H 4.0332 -1.9680 -0.5228
H 2.6167 -0.9141 -0.4436
H 4.2063 -0.2902 0.0317
C 2.1267 -3.4529 4.3634
H 2.4165 -3.0419 5.3263
H 2.4877 -4.4769 4.2825
H 1.0412 -3.4657 4.2811
H 2.2529 -3.7982 0.1021
H 1.9228 -4.7252 1.5966
H 0.1473 -3.1924 -1.4802
H -0.3873 -1.1165 -2.6909
C -0.7688 1.3905 -1.5454
O -0.4032 2.4485 -1.0680
N -1.4757 1.3119 -2.6986
H -1.8678 0.4267 -2.9752
C -1.8854 2.4784 -3.4398
H -1.7559 2.2965 -4.5103
H -1.2360 3.3006 -3.1337
C -3.3614 2.8508 -3.1841
C -3.5523 3.5537 -1.8366
H -4.5563 3.3695 -1.4521
C -3.3871 5.0223 -2.2215
H -2.3302 5.2858 -2.2540
C -3.9923 5.0491 -3.6246
H -5.0702 5.2574 -3.5833
O -3.8031 3.7563 -4.1821
H -3.5196 5.7827 -4.2829
H -3.8972 5.6998 -1.5413
H -2.8199 3.2273 -1.1031
H -3.9693 1.9389 -3.2672
H -0.4073 1.0234 0.9942
H -0.8401 0.5023 3.2274
H 0.3408 -0.2953 4.2970
*
```

Atom charges from the Mulliken analysis, given in e for atoms 1 to 2:
1. C -1.139
2. H 0.432